Entry 1:
ORCA calculation (the ωB97M-V functional and the def2-TZVPD basis) on a molecular structure, C8H18Br2F3O5PSi in a non-equilibrium geometry.

Calculated values
Lowest unoccupied orbital energy   0.3872 eV
2S+1   1
DFT total energy   -6770.42096 hartree
Gap between HOMO and LUMO   10.267 eV
HOMO level   -9.8794 eV

The geometry in XYZ format:
```
38
Properties=species:S:1:pos:R:3:forces:R:3:mulliken_charge:R:1
C 4.00052 -0.82186 1.31907 -0.06 -0.13 0.37 -1.117
C 2.98824 -1.88877 1.72166 0.04 -0.28 -0.77 -0.127
Br 3.52247 -3.58350 0.82960 -0.06 0.09 0.15 -0.128
C 1.55150 -1.58869 1.31474 -0.15 0.07 0.47 -0.524
Br 0.37741 -2.90472 2.18118 0.02 0.17 -0.11 -0.068
Si 0.89227 0.10589 1.85939 0.15 0.42 0.33 0.099
C 1.80307 1.59211 1.07642 -0.27 -0.23 0.17 -0.770
O 2.79279 2.07980 2.00114 0.28 0.49 -0.16 -0.325
C 3.56877 3.12265 1.60606 0.03 -0.17 0.08 0.862
F 3.14339 3.69644 0.45953 0.28 -0.19 0.62 -0.257
F 4.84535 2.70162 1.40479 -0.70 0.41 0.12 -0.254
F 3.58594 4.06051 2.57500 0.13 -0.53 -0.65 -0.254
P -1.22895 0.34685 1.12043 -0.31 -0.90 -0.64 0.841
O -2.03584 -0.88357 1.16224 -0.14 -0.11 0.12 -0.606
O -1.89557 1.56337 1.89449 0.27 0.40 0.01 -0.542
O -1.05972 0.87021 -0.39263 0.30 0.11 0.49 -0.447
H 4.97818 -1.27694 1.18995 0.06 0.08 0.06 0.545
H 4.07028 -0.07931 2.11543 -0.02 0.13 -0.13 0.250
H 3.73232 -0.33070 0.38622 0.00 -0.06 -0.07 0.228
H 3.02672 -2.12058 2.78065 0.09 0.02 0.04 0.443
H 1.39880 -1.70235 0.24199 0.13 -0.09 -0.03 0.559
H 0.91490 0.26475 3.32514 0.06 -0.11 0.00 -0.125
H 1.05919 2.36962 0.89488 0.07 0.05 -0.13 0.622
H 2.25480 1.30117 0.12753 -0.01 0.16 -0.08 0.435
H -2.82506 1.36334 2.07071 -0.04 0.02 0.03 0.349
H -1.06242 0.09176 -0.97889 -0.29 0.25 -0.45 0.280
C -3.82359 -1.83852 -2.21565 0.14 -0.05 0.10 -1.262
C -3.45847 -0.38600 -2.47231 -0.25 -0.23 -0.22 0.736
C -4.29965 0.22432 -3.58150 0.09 0.14 -0.01 -1.439
O -2.06708 -0.27443 -2.79348 0.18 0.09 0.25 -0.581
H -3.65011 -2.43951 -3.11324 -0.07 0.03 -0.04 0.345
H -3.20874 -2.25018 -1.41455 -0.04 0.05 0.04 0.294
H -4.87231 -1.93733 -1.93366 0.00 0.00 -0.01 0.378
H -3.59126 0.18760 -1.55434 0.11 0.03 0.01 0.156
H -4.14070 -0.31316 -4.52067 -0.04 -0.06 0.02 0.353
H -4.02048 1.26537 -3.74617 -0.01 0.00 0.04 0.360
H -5.36176 0.18219 -3.33816 0.00 -0.02 0.00 0.368
H -1.90523 -0.76946 -3.60298 0.01 -0.04 -0.01 0.322
```
Forces are in eV/Å.

Entry 2:
ORCA calculation (the ωB97M-V functional and the def2-TZVPD basis) on a molecular structure, C16H18N8RuS2.

Calculated values
Lowest unoccupied orbital energy (spin up / spin down)   -4.4530 / -4.7999 eV
2S+1   2
Charge   +1
DFT total energy   -1949.22009 hartree
Gap between HOMO and LUMO (spin up / spin down)   6.146 / 5.805 eV
HOMO level (spin up / spin down)   -10.5992 / -10.6050 eV
Relative energy (zero: lowest compared OMol25 entry of this formula, charge and spin)   10.511 eV

The geometry in XYZ format:
```
45
Properties=species:S:1:pos:R:3:forces:R:3:mulliken_charge:R:1
Ru -0.18727 -0.51716 -0.15908 -0.11 0.15 -0.47 0.058
C 3.30253 -1.25597 2.43275 0.05 0.01 -0.01 -1.352
C 2.40878 -1.10863 1.25565 0.03 -0.02 -0.15 0.602
N 1.04056 -0.74088 1.44522 -0.11 -0.02 0.06 1.189
N 0.62491 -0.42625 2.56143 0.15 -0.04 -0.05 -1.306
C -0.82607 -0.15531 2.52235 -0.19 0.02 -0.13 0.333
N -1.16934 0.55967 3.69878 0.09 0.01 0.05 -0.541
S -1.29562 -2.21508 0.78956 -0.06 -0.01 -0.07 -0.103
C 2.66227 -1.21626 -0.05778 0.03 0.03 0.17 -0.702
C 3.73137 -1.18193 -2.81485 0.04 -0.02 -0.07 -0.542
C 3.69903 -0.76042 -4.13656 -0.05 0.03 0.06 -0.322
C 2.69184 0.12570 -4.46051 0.08 -0.05 -0.04 -0.817
C 1.71364 0.21541 -3.36129 -0.03 -0.02 0.04 0.185
N 1.54990 -1.00477 -0.90954 -0.10 0.02 0.17 -0.082
H 3.11659 -0.46983 3.16323 0.01 0.02 -0.01 0.396
H 4.33901 -1.20927 2.10682 0.00 -0.03 -0.01 0.346
H 3.14078 -2.21404 2.92989 -0.03 0.01 0.02 0.293
H -0.73027 1.47158 3.71929 -0.01 0.01 -0.01 0.310
H -2.16929 0.64564 3.81443 0.00 -0.01 0.00 0.337
H 4.44285 -1.83615 -2.34003 -0.01 -0.01 0.02 0.494
H 4.44371 -1.09080 -4.84748 0.00 0.00 -0.01 0.461
H 2.58273 0.60633 -5.42182 -0.03 0.01 0.00 0.412
H 0.94994 -0.56751 -3.41086 0.01 0.01 -0.04 0.364
C -2.88487 2.69152 -0.72683 -0.03 -0.06 -0.25 -1.395
C -2.45327 1.29465 -0.48048 0.08 -0.06 0.32 0.440
N -1.79733 0.52831 -1.27364 -0.09 -0.15 0.07 0.015
N -1.13444 1.13717 -2.36739 0.07 0.09 -0.14 -0.696
C 0.05819 1.13914 -1.93813 0.12 0.00 0.01 -0.275
N 0.98104 1.48434 -3.10970 -0.06 0.02 0.03 0.123
S 2.70742 -0.19631 -1.80479 0.07 0.06 -0.02 0.382
C -2.44705 0.69774 0.87694 0.08 -0.13 0.00 0.981
C -3.60237 0.29100 1.44393 0.01 0.03 0.11 -0.209
C -3.79958 -0.69481 2.48334 0.00 -0.01 -0.02 -0.580
C -2.88085 -1.55540 2.94577 0.02 0.00 0.01 -0.894
C -1.45323 -1.58340 2.51363 -0.14 0.04 0.04 -0.286
N -1.10435 0.53107 1.25220 0.09 0.09 0.26 -0.581
H -2.10534 3.35182 -0.33483 -0.02 0.01 0.03 0.334
H -3.80039 2.90038 -0.17643 -0.01 0.00 0.00 0.413
H -3.01746 2.89992 -1.78629 0.00 0.00 0.00 0.394
H 0.40323 1.76882 -3.90931 0.03 0.00 -0.02 0.415
H 1.62304 2.24089 -2.86893 0.01 -0.02 0.00 0.419
H -4.50197 0.68889 0.98719 -0.01 -0.02 0.00 0.372
H -4.80862 -0.78347 2.86741 0.00 0.01 0.00 0.400
H -3.17328 -2.27189 3.70250 0.01 0.00 0.00 0.403
H -0.87109 -2.21443 3.18424 0.01 0.00 -0.01 0.814
```
Forces are in eV/Å.